Record 1
# C10H34INO8

7 unconnected molecules or ions with the total composition C10H34INO8 at a distorted geometry (ωB97M-V with the def2-TZVPD basis set, OMol25).

Positions of all 54 atoms, in Å:
N: 0.19286 0.70494 0.08425
H: -0.03289 0.57004 -0.89091
H: 0.71617 1.53402 0.32687
H: 0.73821 -0.09454 0.37327
H: -0.62386 0.69892 0.67840
I: 3.25827 -2.61453 -0.73684
C: -3.32322 3.56706 1.30636
C: -3.55617 2.50257 2.29720
O: -2.99344 1.24361 1.87805
H: -2.30995 3.63779 0.91091
H: -3.66709 4.52569 1.69479
H: -3.98354 3.28472 0.48638
H: -4.62478 2.29750 2.36133
H: -3.32080 2.80556 3.31744
H: -2.63894 0.72580 2.60455
C: 0.39980 -1.51044 -5.24881
C: 0.24184 -0.08375 -4.67805
O: -0.51304 -0.26924 -3.55839
H: 0.89989 -2.16302 -4.53316
H: 1.05918 -1.55184 -6.11576
H: -0.46754 -2.08085 -5.58115
H: -0.21561 0.52300 -5.45952
H: 1.23220 0.28691 -4.41365
H: -1.41030 -0.52287 -3.78685
C: 3.14053 4.14800 -0.62059
C: 4.58805 3.66736 -0.82438
O: 5.34713 3.74680 0.39503
O: 2.51322 3.61645 0.57290
H: 2.43493 3.95918 -1.42965
H: 3.11407 5.23609 -0.56181
H: 5.06940 4.20518 -1.64118
H: 4.53368 2.62707 -1.14523
H: 5.66668 2.89972 0.71432
H: 2.89488 4.13201 1.28714
C: 0.41025 -0.70468 4.92470
C: 1.92990 -0.74191 4.56117
O: 2.51991 0.29882 5.36198
O: -0.39071 -1.49034 4.09845
H: -0.07240 0.25850 5.09033
H: 0.34357 -1.08963 5.94229
H: 2.10314 -0.52640 3.50682
H: 2.32485 -1.71734 4.84517
H: 3.46709 0.38653 5.23249
H: -0.47026 -2.38136 4.44682
C: -2.53850 -4.11090 -1.62469
C: -2.06535 -5.59986 -1.58718
O: -3.22268 -6.39907 -1.37151
O: -3.61455 -4.06458 -2.52504
H: -1.86538 -3.32545 -1.96830
H: -2.82070 -3.76709 -0.62957
H: -1.33447 -5.89085 -0.83270
H: -1.59941 -6.03502 -2.47128
H: -3.90783 -6.03641 -1.93776
H: -3.55645 -3.31787 -3.12558

energy above the lowest of the compared OMol25 structures with the same formula, charge and spin: 2.970 eV
DFT total energy: -36888.04514 eV

Record 2
# C10H34N8O10

7 unconnected molecules or ions with the total composition C10H34N8O10 at a distorted geometry (ωB97M-V with the def2-TZVPD basis set, OMol25).

Positions of all 62 atoms, in Å:
N: 14.78290 -21.02151 6.36454
C: 15.47341 -20.25636 7.09750
N: 14.99349 -20.31766 8.28108
O: 16.53624 -19.71050 6.75772
H: 14.03878 -21.55868 6.78625
H: 15.05389 -21.22559 5.41322
H: 15.56405 -19.82247 8.95143
H: 14.41630 -21.09091 8.57945
N: 15.32464 -15.43062 -6.02597
C: 14.57606 -14.49184 -5.56996
N: 14.22582 -13.67127 -6.42041
O: 14.22746 -14.42679 -4.42742
H: 15.57977 -16.16626 -5.38266
H: 15.79724 -15.35680 -6.91551
H: 13.74672 -12.83019 -6.13205
H: 14.39605 -13.78486 -7.40946
N: 10.39322 -24.46621 -5.09314
C: 11.40396 -24.31663 -4.29169
N: 11.11438 -23.95654 -3.06447
O: 12.54284 -24.29636 -4.73426
H: 10.65426 -24.62379 -6.05602
H: 9.45020 -24.35759 -4.74815
H: 11.83590 -23.49059 -2.53306
H: 10.16904 -23.90245 -2.71305
N: 6.21740 -17.52122 -4.08163
C: 6.13890 -18.68717 -4.55480
N: 6.88713 -19.45178 -3.80526
O: 5.47672 -19.09466 -5.43335
H: 5.73070 -16.81551 -4.61568
H: 6.85053 -17.21754 -3.35567
H: 7.00919 -19.17382 -2.84197
H: 6.83537 -20.41504 -4.10453
O: 11.17866 -16.44029 -1.52242
C: 11.39063 -17.00699 -0.23848
C: 12.70426 -17.67973 -0.24829
O: 13.80975 -16.80719 -0.27012
H: 11.96341 -15.96481 -1.80471
H: 11.35521 -16.13921 0.42016
H: 10.58167 -17.71905 -0.07524
H: 12.75056 -18.46223 -1.00569
H: 12.84884 -18.22032 0.68710
H: 13.76410 -16.40342 -1.13988
O: 17.35916 -12.30119 -0.65704
C: 18.68960 -12.08009 -1.29645
C: 19.82518 -13.14769 -1.19673
O: 19.58246 -14.39053 -1.95517
H: 16.94528 -13.10435 -0.98145
H: 18.55692 -12.01028 -2.37609
H: 19.10285 -11.10772 -1.02846
H: 19.92744 -13.48540 -0.16542
H: 20.81740 -12.82831 -1.51548
H: 20.24635 -14.97909 -1.58850
O: 0.96435 -20.52924 -0.66915
C: 2.18621 -19.82729 -0.53097
C: 3.33652 -20.60927 0.18757
O: 4.55109 -19.97031 0.57523
H: 0.32289 -19.90131 -1.00950
H: 2.60833 -19.47762 -1.47311
H: 1.95919 -18.85541 -0.09278
H: 3.66077 -21.44542 -0.43195
H: 2.93734 -21.10394 1.07304
H: 5.10673 -20.57697 1.07003

SMILES: NC(N)=O.NC(N)=O.NC(N)=O.NC(N)=O.OCCO.OCCO.OCCO
energy above the lowest of the compared OMol25 structures with the same formula, charge and spin: 5.662 eV
DFT total energy: -43314.68662 eV

Record 3
# C10H35HgO10

A molecular structure, C10H35HgO10 at a distorted geometry (ωB97M-V with the def2-TZVPD basis set, OMol25).

Positions of all 56 atoms, in Å:
Hg: -0.96801 4.07451 0.83147
C: -0.04222 -0.05640 0.18198
C: -0.52794 1.35355 0.50318
O: -1.18489 1.97395 -0.34379
O: -0.17982 1.88243 1.57289
H: 1.04423 -0.10079 0.10612
H: -0.45172 -0.43922 -0.75282
H: -0.43348 -0.74916 0.92703
C: 1.45832 -0.40280 3.38578
O: 0.19532 0.12425 3.79032
H: 1.75224 -1.13697 4.13591
H: 1.50073 -0.95119 2.44473
H: 2.26411 0.33114 3.39795
H: 0.02604 0.82491 3.15626
C: -3.24815 -1.01794 1.24849
O: -4.00475 -2.07059 1.82059
H: -3.83080 -0.37821 0.58564
H: -2.82010 -0.37286 2.01579
H: -2.44253 -1.42678 0.63864
H: -4.33347 -2.66839 1.14519
C: 2.49413 -3.65029 -0.36395
O: 2.10050 -2.96032 0.79919
H: 1.88173 -3.27921 -1.18576
H: 3.53485 -3.51418 -0.65799
H: 2.22516 -4.69222 -0.19031
H: 1.14066 -2.97164 0.81218
C: -1.17798 -4.01236 -0.44612
O: -0.56629 -3.54872 0.75270
H: -0.60674 -3.80930 -1.35197
H: -1.17240 -5.09772 -0.34576
H: -2.17271 -3.57880 -0.54925
H: -1.03997 -3.99111 1.46088
C: 0.47021 4.21401 4.10024
O: -0.35902 4.75085 3.05909
H: 1.47146 4.64465 4.08821
H: 0.03295 4.27910 5.09657
H: 0.58766 3.15894 3.85301
H: -0.72276 5.58301 3.37022
C: -3.22383 0.09944 -2.78205
O: -2.43194 1.28852 -2.62501
H: -4.09325 0.17332 -2.12880
H: -3.62074 0.09750 -3.79722
H: -2.74517 -0.81877 -2.44164
H: -1.96618 1.30643 -1.78576
C: 3.07341 -0.72704 -2.60045
O: 3.39717 0.65207 -2.88849
H: 3.72991 -1.18723 -1.86199
H: 2.01882 -0.87285 -2.36661
H: 3.12440 -1.22204 -3.57023
H: 4.27736 0.68291 -3.27046
C: 1.20711 3.10689 -3.28024
O: 0.42557 4.26642 -3.48008
H: 1.23835 2.48204 -4.17281
H: 2.27164 3.32474 -3.19413
H: 0.81416 2.50698 -2.45939
H: 0.60892 4.52259 -4.38691

energy above the lowest of the compared OMol25 structures with the same formula, charge and spin: 0.000 eV
DFT total energy: -35574.72648 eV
total charge: +1